The following is a DFT calculation (ωB97M-V/def2-TZVPD) of the molecule C6H6ClPS2 at a distorted geometry.

Calculated values
HOMO = -0.3353 hartree
total charge = 0
SMILES = S=[P@@](S)(Cl)c1ccccc1
strongest force on any atom = 3.58 eV Å⁻¹
HOMO-LUMO gap = 9.356 eV

Each atom is followed by the atoms it is bonded to, with distances in Å.
Positions of all 16 atoms, in Å:
1 C 2.013 -1.099 0.822  C2 1.400, C3 1.405, H11 1.060
2 C 1.899 0.296 0.857  C1 1.400, C4 1.390, H12 1.112
3 C 0.891 -1.876 0.492  C1 1.405, C5 1.379, H13 1.114
4 C 0.753 0.931 0.392  C2 1.390, C6 1.388, H14 1.073
5 C -0.248 -1.244 0.038  C3 1.379, C6 1.361, H15 1.188
6 C -0.288 0.115 -0.029  C4 1.388, C5 1.361, P7 2.077
7 P -2.099 0.924 -0.645  C6 2.077, S8 1.963, S9 2.199, Cl10 1.924
8 S -3.529 -0.118 -1.495  P7 1.963
9 S -1.357 2.475 -2.015  P7 2.199, H16 1.299
10 Cl -2.611 1.915 0.923  P7 1.924
11 H 2.910 -1.444 1.268  C1 1.060
12 H 2.787 0.773 1.328  C2 1.112
13 H 0.758 -2.977 0.599  C3 1.114
14 H 0.456 1.960 0.450  C4 1.073
15 H -1.077 -2.060 -0.206  C5 1.188
16 H -1.260 1.429 -2.780  S9 1.299

Atom charges from the natural (NBO) analysis, given in e for atoms 1 to 4:
1 C -0.20
2 C -0.20
3 C -0.20
4 C -0.24